C5H10NO2 as an isolated structure in a non-equilibrium geometry. Source: the OMol25 dataset; level of theory: ωB97M-V/def2-TZVPD.

Properties
Gap between HOMO and LUMO in eV: 7.1
Relative energy (zero: lowest compared OMol25 entry of this formula, charge and spin) in kJ/mol: 595.60
Total charge: -1

Last column: natural (NBO) charge in e.
Atoms and positions in Å:
1 C -1.015 -0.850 1.677  -0.43
2 N 0.051 -0.015 1.180  -0.67
3 C 0.129 0.567 -0.080  -0.19
4 C -0.234 -0.169 -1.376  -0.49
5 C -1.411 0.578 -0.785  0.27
6 O -2.442 0.045 -0.222  -0.79
7 C 2.109 0.250 -0.399  0.18
8 O 2.537 -0.384 0.613  -0.74
9 H -0.651 -1.079 2.684  0.18
10 H -1.923 -0.235 1.796  0.21
11 H -1.327 -1.510 0.842  0.20
12 H 0.965 -0.396 1.507  0.39
13 H 0.145 1.661 -0.222  0.21
14 H -0.009 -1.271 -1.396  0.22
15 H 0.191 0.208 -2.368  0.18
16 H -1.575 1.504 -1.449  0.10
17 H 2.043 -0.205 -1.451  0.09
18 H 2.417 1.303 -0.550  0.09

=====

C2H5N5O as an isolated structure in a non-equilibrium geometry. Source: the OMol25 dataset; level of theory: ωB97M-V/def2-TZVPD.

Properties
Gap between HOMO and LUMO in eV: 8.7
Relative energy (zero: lowest compared OMol25 entry of this formula, charge and spin) in kJ/mol: 843.98

Last column: natural (NBO) charge in e.
Atoms and positions in Å:
1 C -0.600 0.131 0.535  0.52
2 C 1.055 -1.243 0.596  0.20
3 H -1.237 2.154 -0.658  0.35
4 H -1.817 2.942 0.751  0.37
5 H 2.159 -1.681 1.102  0.27
6 H 2.189 -0.483 -2.461  0.42
7 H 1.923 0.333 -0.348  0.39
8 N -1.879 2.107 0.192  -0.61
9 N -1.254 1.187 0.995  -0.29
10 N 0.339 -0.628 1.405  -0.43
11 N 0.511 -1.388 -1.001  0.04
12 N 1.955 -0.624 -1.330  -0.78
13 O -0.456 -0.148 -0.874  -0.43

=====

An isolated ion of composition C4H6NS and charge +1 in a non-equilibrium geometry. Source: the OMol25 dataset; level of theory: ωB97M-V/def2-TZVPD.

Properties
Gap between HOMO and LUMO (alpha / beta) in eV: 7.7 / 7.5
Relative energy (zero: lowest compared OMol25 entry of this formula, charge and spin) in kJ/mol: 324.57
Total charge: +1

Last column: natural (NBO) charge in e.
Atoms and positions in Å:
1 C 0.824 -1.296 0.407  0.09
2 C -1.013 0.341 0.333  0.66
3 C 1.989 -0.733 -0.116  -0.70
4 C -2.138 1.147 -0.052  -0.75
5 N -0.214 -0.504 0.385  -0.27
6 S 2.176 1.005 -0.383  0.18
7 H 0.650 -2.318 0.797  0.27
8 H 2.898 -1.209 0.157  0.29
9 H 1.927 -0.869 -1.160  0.32
10 H -2.088 2.006 0.626  0.30
11 H -3.175 0.865 -0.062  0.32
12 H -1.837 1.564 -0.933  0.29

=====

A 2-piece molecular cluster, C2H9BNO2 overall in a non-equilibrium geometry. Source: the OMol25 dataset; level of theory: ωB97M-V/def2-TZVPD.

Properties
Gap between HOMO and LUMO in eV: 10.9
Relative energy (zero: lowest compared OMol25 entry of this formula, charge and spin) in kJ/mol: 389.21
Total charge: +1

Last column: natural (NBO) charge in e.
Atoms and positions in Å:
1 B -1.891 0.106 0.564  1.06
2 C 1.826 -0.080 -0.650  -0.45
3 C -0.431 -0.590 0.459  -0.44
4 N 0.600 0.374 0.130  -0.55
5 O -2.744 -0.597 1.180  -0.83
6 O -1.907 1.438 0.387  -0.92
7 H 2.629 -0.566 -0.089  0.26
8 H 1.522 -0.692 -1.518  0.25
9 H 2.533 0.701 -0.954  0.26
10 H -0.490 -1.774 -0.872  0.16
11 H 0.004 -1.418 1.057  0.26
12 H 0.797 0.686 1.053  0.44
13 H 0.001 1.184 -0.222  0.47
14 H -3.549 -0.283 1.450  0.51
15 H -2.658 2.019 0.565  0.54

=====

A 9-piece molecular cluster, C48H111F2O34P7 overall in a non-equilibrium geometry. Source: the OMol25 dataset; level of theory: ωB97M-V/def2-TZVPD.

Properties
Gap between HOMO and LUMO in eV: 10.1
SMILES: O=C1OC[C@@H](F)O1.O=C1OC[C@@H](F)O1.CCOP(=O)(OCC)OCC.CCOP(=O)(OCC)OCC.CCOP(=O)(OCC)OCC.CCOP(=O)(OCC)OCC.CCOP(=O)(OCC)OCC.CCOP(=O)(OCC)OCC.CCOP(=O)(OCC)OCC

Last column: Mulliken charge in e.
Atoms and positions in Å:
1 O 1.832 -0.861 2.162  -0.60
2 C 1.898 -0.086 1.180  0.73
3 O 0.962 0.671 0.665  -0.32
4 C 1.391 1.226 -0.619  -0.38
5 C 2.907 1.159 -0.465  0.30
6 F 3.452 2.090 0.151  -0.27
7 O 3.040 0.064 0.406  -0.34
8 H 0.940 0.792 -1.511  0.32
9 H 1.053 2.256 -0.501  0.25
10 H 3.380 1.084 -1.444  0.31
11 O 3.182 3.012 -5.524  -0.59
12 C 4.084 3.183 -6.330  0.68
13 O 4.918 2.296 -6.702  -0.34
14 C 5.922 2.757 -7.654  -0.33
15 C 5.404 4.192 -7.921  0.34
16 F 4.745 4.476 -9.111  -0.28
17 O 4.362 4.378 -6.953  -0.27
18 H 6.903 2.749 -7.180  0.28
19 H 5.877 2.097 -8.520  0.26
20 H 6.123 4.982 -7.702  0.24
21 C 5.732 10.438 -7.568  -0.83
22 C 5.579 11.156 -6.256  -0.36
23 O 5.266 10.274 -5.179  -0.41
24 P 3.780 10.053 -4.794  0.55
25 O 3.101 11.284 -4.461  -0.71
26 O 3.257 9.406 -6.215  0.08
27 C 1.985 9.824 -6.747  -0.25
28 C 1.849 9.051 -8.115  -1.11
29 O 3.729 8.858 -3.730  -0.32
30 C 2.635 8.662 -2.917  -0.13
31 C 1.656 7.625 -3.427  -1.13
32 H 6.771 10.310 -7.872  0.32
33 H 5.431 9.395 -7.468  0.18
34 H 5.208 10.904 -8.403  0.28
35 H 6.474 11.711 -5.976  0.45
36 H 4.830 11.939 -6.365  0.27
37 H 1.200 9.632 -6.015  0.39
38 H 2.147 10.894 -6.873  0.31
39 H 1.577 9.642 -8.990  0.34
40 H 2.813 8.646 -8.423  0.27
41 H 1.084 8.291 -7.957  0.28
42 H 2.898 8.141 -1.997  0.22
43 H 2.210 9.660 -2.810  0.36
44 H 2.123 6.713 -3.796  0.30
45 H 0.994 7.281 -2.632  0.39
46 H 1.006 7.841 -4.275  0.25
47 C -5.647 -3.163 9.047  -1.29
48 C -4.708 -3.920 8.266  0.01
49 O -5.376 -4.676 7.285  -0.26
50 P -4.487 -5.393 6.103  0.62
51 O -3.862 -6.694 6.559  -0.72
52 O -5.400 -5.297 4.710  -0.28
53 C -5.888 -4.005 4.261  0.01
54 C -7.020 -4.208 3.232  -1.22
55 O -3.347 -4.334 5.773  -0.10
56 C -2.148 -4.658 5.160  -0.39
57 C -0.939 -4.909 6.034  -1.18
58 H -5.029 -2.546 9.698  0.37
59 H -6.187 -2.586 8.297  0.31
60 H -6.352 -3.696 9.686  0.30
61 H -4.009 -3.184 7.868  0.25
62 H -4.097 -4.527 8.935  0.36
63 H -6.211 -3.344 5.064  0.24
64 H -5.044 -3.452 3.848  0.24
65 H -7.967 -4.338 3.755  0.31
66 H -7.383 -3.286 2.779  0.38
67 H -6.769 -5.096 2.651  0.32
68 H -2.334 -5.475 4.463  0.39
69 H -1.923 -3.834 4.483  0.38
70 H -0.928 -5.925 6.430  0.28
71 H -0.090 -4.757 5.367  0.39
72 H -0.698 -4.209 6.833  0.29
73 C -7.319 6.519 -8.424  -1.25
74 C -6.952 5.679 -7.317  -0.10
75 O -6.562 4.424 -7.890  -0.32
76 P -4.996 3.890 -7.761  0.79
77 O -3.966 4.900 -8.000  -0.72
78 O -4.881 2.541 -8.635  -0.31
79 C -5.247 1.314 -8.134  -0.25
80 C -4.202 0.604 -7.267  -0.84
81 O -4.995 3.453 -6.221  -0.14
82 C -4.075 3.936 -5.215  -0.38
83 C -4.001 2.905 -4.030  -1.09
84 H -6.374 6.870 -8.839  0.30
85 H -7.870 6.141 -9.286  0.31
86 H -7.789 7.454 -8.119  0.37
87 H -6.128 6.045 -6.706  0.23
88 H -7.664 5.432 -6.529  0.35
89 H -6.210 1.235 -7.628  0.28
90 H -5.393 0.805 -9.087  0.37
91 H -3.278 0.570 -7.845  0.30
92 H -3.992 1.090 -6.314  0.03
93 H -4.497 -0.436 -7.132  0.39
94 H -3.145 4.089 -5.763  0.38
95 H -4.397 4.916 -4.863  0.35
96 H -4.885 2.510 -3.531  0.28
97 H -3.301 2.104 -4.267  0.31
98 H -3.560 3.582 -3.298  0.38
99 C 0.860 -3.262 -4.016  -0.97
100 C 0.608 -4.325 -5.064  -0.38
101 O -0.693 -4.888 -5.128  -0.25
102 P -1.107 -6.393 -4.646  0.78
103 O -0.166 -7.503 -4.801  -0.68
104 O -1.669 -6.207 -3.151  -0.16
105 C -1.821 -7.192 -2.120  -0.19
106 C -2.663 -6.398 -1.108  -1.17
107 O -2.544 -6.633 -5.441  -0.36
108 C -3.121 -7.956 -5.199  -0.02
109 C -3.949 -8.442 -6.333  -1.39
110 H 0.534 -3.514 -3.007  0.29
111 H 1.913 -2.995 -4.094  0.35
112 H 0.298 -2.418 -4.418  0.27
113 H 0.954 -3.981 -6.039  0.35
114 H 1.387 -5.066 -4.885  0.33
115 H -2.344 -8.077 -2.484  0.29
116 H -0.879 -7.579 -1.731  0.33
117 H -2.769 -7.141 -0.317  0.41
118 H -2.117 -5.554 -0.687  0.29
119 H -3.626 -6.188 -1.573  0.28
120 H -2.325 -8.684 -5.045  0.40
121 H -3.704 -7.879 -4.281  0.19
122 H -4.743 -7.696 -6.345  0.32
123 H -3.421 -8.461 -7.287  0.33
124 H -4.420 -9.409 -6.152  0.37
125 C -6.019 6.078 0.761  -1.06
126 C -4.989 5.479 1.625  -0.31
127 O -5.427 4.218 2.004  -0.21
128 P -6.066 3.940 3.520  0.79
129 O -5.466 4.743 4.664  -0.71
130 O -7.654 4.122 3.270  -0.24
131 C -8.541 3.889 4.402  -0.15
132 C -9.805 3.213 3.933  -1.19
133 O -5.986 2.259 3.679  -0.27
134 C -4.952 1.598 4.407  -0.19
135 C -3.882 1.268 3.399  -1.03
136 H -6.893 6.353 1.352  0.26
137 H -5.643 6.985 0.286  0.39
138 H -6.357 5.442 -0.057  0.27
139 H -4.041 5.413 1.092  0.33
140 H -4.687 6.157 2.423  0.31
141 H -8.056 3.201 5.095  0.25
142 H -8.703 4.817 4.950  0.33
143 H -10.173 3.661 3.010  0.30
144 H -9.534 2.195 3.653  0.28
145 H -10.441 3.058 4.805  0.37
146 H -4.613 2.272 5.194  0.33
147 H -5.286 0.655 4.839  0.24
148 H -2.895 1.034 3.799  0.37
149 H -4.228 0.464 2.749  0.28
150 H -3.690 2.018 2.632  0.24
151 C 7.729 -7.526 -3.240  -1.20
152 C 7.343 -6.866 -1.921  -0.35
153 O 6.374 -7.588 -1.266  -0.08
154 P 6.423 -7.783 0.373  0.87
155 O 7.768 -8.147 0.920  -0.73
156 O 5.937 -6.299 1.018  -0.38
157 C 4.729 -6.108 1.577  -0.27
158 C 3.632 -6.192 0.564  -0.99
159 O 5.239 -8.803 0.686  -0.23
160 C 5.526 -10.115 0.321  -0.40
161 C 5.112 -10.442 -1.169  -0.81
162 H 7.625 -8.610 -3.181  0.27
163 H 6.944 -7.264 -3.949  0.32
164 H 8.596 -7.223 -3.826  0.36
165 H 8.200 -7.098 -1.288  0.36
166 H 7.058 -5.816 -1.870  0.30
167 H 4.671 -6.665 2.512  0.31
168 H 4.819 -5.106 1.997  0.31
169 H 2.655 -5.916 0.960  0.36
170 H 3.829 -5.536 -0.284  0.29
171 H 3.482 -7.128 0.025  0.28
172 H 6.549 -10.407 0.558  0.39
173 H 4.868 -10.635 1.018  0.27
174 H 5.273 -11.499 -1.381  0.39
175 H 4.074 -10.230 -1.426  0.28
176 H 5.672 -9.854 -1.896  0.08
177 C 9.273 -0.672 9.899  -1.04
178 C 8.374 0.311 10.508  -0.22
179 O 7.016 -0.111 10.305  -0.17
180 P 5.855 -0.568 11.430  0.75
181 O 6.314 -1.392 12.536  -0.70
182 O 4.706 -1.284 10.594  -0.30
183 C 3.969 -0.572 9.653  -0.19
184 C 4.633 -0.718 8.280  -1.05
185 O 5.108 0.879 11.955  -0.33
186 C 4.274 0.865 13.105  -0.18
187 C 3.336 2.092 13.236  -1.17
188 H 8.954 -0.554 8.863  0.25
189 H 10.346 -0.482 9.936  0.37
190 H 9.007 -1.663 10.266  0.27
191 H 8.555 0.504 11.566  0.35
192 H 8.460 1.244 9.952  0.26
193 H 2.991 -1.045 9.558  0.36
194 H 3.795 0.477 9.893  0.25
195 H 4.855 -1.783 8.221  0.26
196 H 3.836 -0.400 7.608  0.39
197 H 5.549 -0.149 8.117  0.25
198 H 3.819 -0.122 13.193  0.37
199 H 4.945 0.978 13.956  0.26
200 H 3.794 3.022 12.900  0.29
201 H 2.489 1.879 12.583  0.30
202 H 2.987 2.222 14.260  0.37

=====

C48H50N5OP2TeW as an isolated structure. Source: the OMol25 dataset; level of theory: ωB97M-V/def2-TZVPD.

Properties
Gap between HOMO and LUMO (alpha / beta) in eV: 7.0 / 6.4
Total charge: +1
Spin multiplicity: 3

Last column: Mulliken charge in e.
Atoms and positions in Å:
1 W 0.220 -1.459 -0.259  1.91
2 C 3.903 -2.848 -0.830  -1.65
3 C 3.546 -1.349 -0.830  0.24
4 N 2.513 -1.009 0.186  -0.83
5 C 2.964 -1.458 1.529  -0.93
6 C 1.835 -2.030 2.368  -1.29
7 N 0.934 -2.856 1.540  -0.25
8 C 1.409 -4.268 1.474  -1.03
9 C 2.713 -4.478 0.687  -1.18
10 N 2.777 -3.714 -0.541  0.14
11 H 4.321 -3.081 -1.811  0.56
12 H 4.714 -3.039 -0.122  0.35
13 H 4.451 -0.768 -0.625  0.79
14 H 3.159 -1.047 -1.795  -0.28
15 H 2.478 0.010 0.209  -0.35
16 H 3.721 -2.219 1.391  0.66
17 H 3.466 -0.643 2.049  1.04
18 H 2.249 -2.613 3.198  0.57
19 H 1.228 -1.243 2.800  0.34
20 H 0.052 -2.914 2.045  0.35
21 H 1.564 -4.615 2.501  0.64
22 H 0.603 -4.860 1.056  0.58
23 H 3.566 -4.224 1.319  0.41
24 H 2.801 -5.553 0.504  0.53
25 H 2.499 -4.240 -1.349  0.40
26 C -3.746 0.663 0.187  -1.59
27 C -4.665 -0.255 -0.032  -1.66
28 C -4.194 -1.332 -0.958  -0.25
29 C -2.829 -1.826 -0.473  0.16
30 N -1.928 -0.984 -0.078  1.05
31 C -2.349 0.396 -0.307  0.74
32 C -2.356 -3.187 -0.610  0.57
33 C -3.202 -4.278 -0.808  -0.55
34 C -2.658 -5.520 -1.074  -0.93
35 C -1.279 -5.634 -1.186  -1.52
36 C -0.454 -4.536 -0.982  0.30
37 C -0.950 -3.273 -0.644  -0.57
38 H -3.919 1.567 0.752  0.66
39 H -5.684 -0.208 0.326  0.42
40 H -4.876 -2.177 -0.995  0.82
41 H -1.743 1.061 0.288  -1.22
42 H -4.276 -4.158 -0.758  0.45
43 H -3.297 -6.380 -1.221  0.45
44 H -0.839 -6.589 -1.446  0.46
45 H 0.607 -4.679 -1.115  0.84
46 Te 2.089 3.053 -0.279  0.43
47 C 1.383 4.945 0.314  0.32
48 C 0.056 5.308 0.137  0.05
49 C -0.355 6.559 0.575  -0.52
50 N 0.456 7.446 1.148  -0.62
51 C 1.728 7.093 1.297  -0.34
52 C 2.239 5.860 0.911  -0.54
53 C 0.352 1.926 0.011  -0.74
54 P 0.295 0.822 1.440  0.67
55 C 1.345 1.622 2.746  2.38
56 C 2.251 1.027 3.613  -0.77
57 C 2.896 1.768 4.599  -1.14
58 C 2.641 3.118 4.742  -0.85
59 C 1.730 3.730 3.889  -1.35
60 C 1.093 2.991 2.912  -1.00
61 C -1.262 0.987 2.415  1.12
62 C -1.703 -0.120 3.129  -0.54
63 C -2.803 -0.031 3.973  -0.85
64 C -3.471 1.175 4.109  -0.76
65 C -3.047 2.285 3.388  -0.72
66 C -1.955 2.190 2.542  -0.15
67 P -0.063 0.889 -1.373  1.13
68 C -1.891 0.676 -1.790  2.41
69 C -1.756 -0.532 -2.734  -0.89
70 C -2.827 -1.216 -3.085  -1.37
71 C -4.106 -0.735 -2.454  -0.01
72 C -4.115 0.796 -2.609  -0.88
73 C -3.011 1.509 -2.396  -1.50
74 C 0.671 1.469 -2.917  1.36
75 C 1.621 0.732 -3.613  0.20
76 C 2.154 1.225 -4.798  -1.42
77 C 1.737 2.452 -5.288  -0.69
78 C 0.780 3.189 -4.600  -0.83
79 C 0.247 2.699 -3.422  -1.00
80 H -0.656 4.624 -0.312  0.34
81 H -1.390 6.864 0.456  0.38
82 H 2.378 7.824 1.765  0.37
83 H 3.282 5.628 1.094  0.37
84 H 2.477 -0.025 3.569  0.41
85 H 3.597 1.274 5.259  0.47
86 H 3.137 3.690 5.514  0.41
87 H 1.516 4.788 3.979  0.51
88 H 0.408 3.496 2.249  0.61
89 H -1.187 -1.070 3.029  0.13
90 H -3.133 -0.903 4.523  0.49
91 H -4.324 1.251 4.770  0.40
92 H -3.574 3.226 3.483  0.50
93 H -1.647 3.050 1.956  0.40
94 H -0.788 -0.740 -3.166  0.31
95 H -2.804 -2.046 -3.780  0.43
96 H -4.975 -1.136 -2.974  0.81
97 H -5.029 1.264 -2.954  0.47
98 H -2.959 2.579 -2.551  0.44
99 H 1.937 -0.226 -3.229  0.30
100 H 2.893 0.648 -5.339  0.49
101 H 2.153 2.838 -6.209  0.41
102 H 0.455 4.148 -4.982  0.47
103 H -0.489 3.283 -2.880  0.29
104 C 0.840 -2.708 -3.103  -1.31
105 O 1.033 -1.918 -1.966  0.11
106 H -0.105 -3.254 -3.083  0.30
107 H 1.658 -3.431 -3.214  0.28
108 H 0.847 -2.078 -4.000  0.44